Record 1
Formula: C7H24NNaO8
Source: the OMol25 dataset
Level of theory: ωB97M-V/def2-TZVPD

Structure (XYZ):
```
41
Properties=species:S:1:pos:R:3:forces:R:3
Na -0.272528 0.190650 -0.082416 0.0 0.5 0.1
N 0.977832 3.686726 0.612703 0.1 1.0 -0.6
O 0.664367 4.565112 -0.231197 0.1 -0.7 0.6
O 0.761590 2.474308 0.328064 -0.2 -0.6 0.1
O 1.511007 3.999632 1.687662 -0.3 -0.4 -0.3
C 3.301676 0.430112 -0.163739 0.8 0.0 0.3
C 3.263952 -0.942676 0.465300 -0.2 -0.3 0.0
O 1.900808 -1.301533 0.756152 -0.3 0.4 -0.1
H 3.143435 1.221736 0.567657 -0.5 -0.1 0.0
H 2.616317 0.521036 -1.001041 0.0 0.1 0.0
H 4.331723 0.596598 -0.497832 -0.1 -0.1 -0.3
H 3.863855 -0.944689 1.379995 -0.1 0.0 0.0
H 3.666794 -1.714772 -0.199545 0.1 0.2 -0.1
H 1.871318 -2.182659 1.136343 0.1 0.0 0.1
C -0.968626 -3.639964 0.202742 0.3 -0.4 -0.3
C -2.168452 -2.823317 -0.224911 -0.2 0.2 0.3
O -1.767807 -1.693711 -1.007913 0.0 -0.1 0.1
H -1.296459 -4.561995 0.686335 0.1 0.1 0.3
H -0.313663 -3.064264 0.856910 -0.2 0.0 0.3
H -0.322178 -3.953039 -0.622486 -0.3 0.1 -0.2
H -2.691251 -2.445946 0.659139 0.2 0.1 0.0
H -2.940441 -3.404196 -0.734422 0.3 -0.2 -0.3
H -2.094972 -1.813370 -1.901891 0.0 0.1 0.0
C -0.756525 1.027350 2.934976 -0.4 0.1 0.0
O -1.180081 -0.216195 2.330492 0.2 0.1 0.0
H -1.011601 1.837125 2.251938 0.4 0.1 0.0
H -1.270005 1.237704 3.874726 0.0 -0.3 0.0
H 0.312856 0.987380 3.121826 0.0 0.1 -0.2
H -1.871621 -0.609185 2.864391 0.0 0.0 0.0
C 0.704742 -0.859939 -3.065087 0.2 0.7 0.4
O 0.500033 0.407175 -2.410715 -0.3 -0.4 0.0
H 1.669675 -0.871590 -3.572761 0.0 -0.1 0.0
H 0.703307 -1.580555 -2.248746 0.0 -0.2 -0.3
H -0.086694 -1.079524 -3.783810 0.0 0.0 0.0
H 0.872107 1.135383 -2.915923 0.0 0.0 0.0
C -2.732835 2.724912 -0.043187 0.4 0.8 0.2
O -2.291004 1.650819 -0.854600 0.1 -0.7 0.2
H -1.911855 3.396711 0.239750 0.0 -0.1 -0.3
H -3.495110 3.314471 -0.558712 -0.1 -0.1 0.2
H -3.116990 2.335448 0.899840 -0.2 -0.3 -0.3
H -2.076707 1.962731 -1.736002 0.1 0.3 0.1
```
Forces are in eV/Å.

For the HOMO-LUMO gap, the calculation gives 0.27302 Eh. For the strongest force on any atom, the calculation gives 0.0239 hartree/bohr. The calculation puts the LUMO energy at -0.16 eV. For the energy above the lowest of the compared OMol25 structures with the same formula, charge and spin, the calculation gives 8.6 kJ/mol. The HOMO energy is -7.59 eV. The spin multiplicity is 1.

***

Record 2
Formula: C30H44N4OP2SiTi
Source: the OMol25 dataset
Level of theory: ωB97M-V/def2-TZVPD

Structure (XYZ):
```
83
Properties=species:S:1:pos:R:3:forces:R:3
Ti 0.116548 -0.035842 4.601844 0.2 -1.0 2.2
C -1.217110 1.711017 4.068876 -1.0 0.1 -1.0
C -1.460910 0.617371 3.227098 -0.9 0.8 -0.1
C -1.017710 0.601327 1.775491 -0.1 -0.1 -0.6
C 0.316994 -0.127828 1.512149 -0.3 -0.2 -0.6
C 1.291139 -0.093104 2.646352 1.1 0.8 -0.2
C 1.527612 1.042413 3.441683 0.6 -0.1 -0.9
C 1.034674 2.420023 3.070888 0.1 0.6 -0.2
C -0.292134 2.843223 3.741527 0.3 0.6 0.0
C 1.598711 -1.485770 5.015686 0.4 -0.5 0.2
H -1.900566 1.901872 4.898806 0.4 -0.4 0.0
H -2.279819 -0.072538 3.475631 0.1 0.4 0.0
H -0.960475 1.623932 1.360938 -0.1 -0.3 0.4
H -1.800589 0.089809 1.185848 0.3 0.2 0.2
H 0.101790 -1.184615 1.276683 0.1 0.3 0.1
H 0.761037 0.279376 0.584942 0.0 -0.1 0.2
H 2.028897 -0.899460 2.631793 -0.4 0.2 0.3
H 2.320320 1.005876 4.201773 -0.1 -0.1 -0.5
H 0.942530 2.517544 1.977526 0.1 -0.1 0.3
H 1.810994 3.143043 3.376370 -0.3 -0.2 -0.2
H -0.056179 3.394162 4.669077 -0.2 -0.3 -0.2
H -0.784053 3.585261 3.087174 0.0 -0.2 0.1
H 1.700857 -1.603089 6.108730 0.0 -0.2 -0.4
H 2.587033 -1.264180 4.578176 -0.3 -0.3 0.3
H 1.231994 -2.432742 4.569614 0.3 0.1 0.2
P 1.267412 -1.181068 -4.131385 2.6 -0.2 -1.5
P -1.690647 -0.657616 -3.758409 -2.2 1.5 -0.7
N 2.730030 -0.226412 -3.999733 0.2 1.1 0.6
N 2.053650 -2.439106 -5.122072 -0.6 -0.9 0.1
N -1.972879 1.069601 -3.482676 0.7 0.5 0.4
N -3.377159 -1.010457 -4.104288 -0.5 -1.0 -0.4
C 0.444398 -0.221277 -5.498126 -0.2 0.0 0.1
C -1.061132 -0.527338 -5.503979 0.1 -0.2 0.1
C 3.072338 0.429399 -2.804137 0.6 0.2 -1.1
C 4.103936 1.317448 -3.068061 -0.7 -0.6 -0.3
C 4.402442 1.227272 -4.472439 -0.9 -0.7 0.1
C 3.540258 0.285867 -5.021497 0.2 0.5 1.0
C 2.230181 -3.740624 -4.624488 0.2 0.1 -1.4
C 2.676389 -4.558373 -5.660486 -0.4 1.1 0.6
C 2.779714 -3.740579 -6.834786 -0.3 0.7 0.8
C 2.409060 -2.451892 -6.473298 -0.1 -0.8 0.2
C -1.819256 1.661124 -2.219571 -0.2 0.6 -0.8
C -1.945631 3.036278 -2.349061 0.0 -0.8 -0.2
C -2.172526 3.319591 -3.734041 0.0 -1.4 -0.2
C -2.195037 2.098230 -4.402858 0.3 0.6 0.8
C -4.309468 -0.315320 -4.889724 -0.3 -1.1 0.2
C -5.391168 -1.153234 -5.138445 1.2 0.1 0.5
C -5.108485 -2.417425 -4.510801 0.7 0.5 0.1
C -3.873887 -2.310850 -3.896191 -0.5 0.9 -0.5
H 0.888813 -0.457229 -6.473591 -0.1 0.2 0.4
H 0.620586 0.845608 -5.289526 0.0 -0.3 0.0
H -1.607561 0.223126 -6.088850 0.1 -0.4 0.2
H -1.252907 -1.512646 -5.958229 0.0 0.2 0.1
H 2.550034 0.169894 -1.895078 0.1 0.1 0.0
H 4.581533 1.970333 -2.353094 0.0 -0.1 0.0
H 5.149162 1.795460 -5.011390 -0.1 -0.1 0.1
H 3.446250 -0.074248 -6.036738 0.1 0.1 0.3
H 2.029430 -3.945755 -3.586168 0.0 -0.1 0.0
H 2.902910 -5.609460 -5.589596 0.0 0.0 0.1
H 3.085695 -4.059407 -7.824082 0.0 0.1 0.2
H 2.382333 -1.544563 -7.067717 0.0 -0.4 0.1
H -1.658206 1.032417 -1.353168 0.0 0.1 -0.1
H -1.887733 3.765813 -1.550422 0.0 -0.2 -0.1
H -2.305728 4.290237 -4.191608 0.0 -0.1 0.1
H -2.375596 1.885430 -5.447534 0.1 0.2 0.2
H -4.139338 0.712270 -5.175697 -0.1 -0.2 0.1
H -6.272627 -0.901195 -5.710270 0.1 0.0 0.1
H -5.738235 -3.294817 -4.527077 0.1 0.1 0.1
H -3.290197 -3.007440 -3.312171 -0.1 0.0 -0.1
C -1.600253 1.152415 8.764239 0.0 0.1 0.2
Si -0.134492 0.280949 7.999112 0.1 -0.2 -0.2
C 1.511624 0.917536 8.630280 -0.1 0.1 0.1
C -0.227695 -1.535127 8.478690 -0.1 0.1 0.0
O -0.178293 0.462830 6.366801 -0.2 -0.2 0.4
H -1.512729 1.061122 9.856029 -0.1 0.1 -0.2
H -2.548476 0.687411 8.461216 0.2 0.1 0.0
H -1.646208 2.219471 8.511005 0.0 -0.2 0.1
H 1.555796 0.883125 9.728293 0.0 0.1 -0.2
H 2.305937 0.269326 8.236448 -0.1 0.2 0.1
H 1.703282 1.946206 8.297204 0.0 -0.2 0.1
H -1.147802 -1.990926 8.084684 0.2 0.0 0.1
H 0.637417 -2.071137 8.068078 -0.2 0.0 0.1
H -0.220818 -1.637328 9.575763 0.0 0.0 -0.3
```
Forces are in eV/Å.

For the HOMO-LUMO gap (spin up / spin down), the calculation gives 0.26685 / 0.29437 Eh. For the strongest force on any atom, the calculation gives 0.0592 hartree/bohr. The calculation puts the LUMO energy (spin up / spin down) at 0.27 / -0.34 eV. For the energy above the lowest of the compared OMol25 structures with the same formula, charge and spin, the calculation gives 45.2 kJ/mol. The HOMO energy (spin up / spin down) is -6.99 / -8.35 eV. The spin multiplicity is 3.

***

> Which value of spin multiplicity does entry 2 give?

3

***

> Among the records above, which one has the lowest strongest force on any atom?

C7H24NNaO8

***

> The lowest spin multiplicity belongs to which entry?

C7H24NNaO8